[1]
# C60H46AsF6OP3SSe2Sn

C60H46AsF6OP3SSe2Sn as an isolated structure (ωB97M-V with the def2-TZVPD basis set, the Open Molecules 2025 dataset).

The electronic energy is -317382.8716 eV. As for the charge: +1. The spin multiplicity is 2.

Positions of all 121 atoms, in Å:
Sn  0.4581  -1.2364  -0.5690
O  -0.5413  1.3761  1.8564
S  -0.1404  2.2216  0.5214
C  -1.3103  3.5257  0.7285
C  -1.0210  4.5053  1.6572
C  -1.8994  5.5545  1.9472
C  -3.0939  5.5969  1.2829
C  -4.2176  6.5989  1.3484
C  -5.2966  6.0512  0.3841
C  -4.6603  4.8399  -0.2521
C  -5.0797  4.0279  -1.2620
C  -4.2650  2.9415  -1.6255
C  -3.0632  2.6283  -1.0202
P  -2.1184  1.1703  -1.6447
C  -1.5870  1.9151  -3.2457
C  -0.4788  2.7637  -3.2451
C  -0.0679  3.3953  -4.4075
C  -0.7653  3.1941  -5.5888
C  -1.8702  2.3572  -5.6009
C  -2.2756  1.7134  -4.4393
C  -3.3372  -0.0843  -2.1637
C  -4.6096  -0.2424  -1.6245
C  -5.3749  -1.3560  -1.9546
C  -4.8635  -2.3392  -2.7845
C  -3.5821  -2.2058  -3.3052
C  -2.8235  -1.0882  -2.9963
C  -2.5621  3.5094  0.0008
C  -3.4057  4.5933  0.3410
C  1.4511  2.8142  0.9980
C  1.9551  3.9839  0.4798
C  3.2978  4.3590  0.6825
C  4.1180  3.5094  1.3750
C  5.5845  3.5907  1.7235
C  5.8953  2.2622  2.4689
C  4.5857  1.5095  2.4843
C  4.2359  0.2762  2.9586
C  2.9016  -0.1565  2.8025
C  1.9234  0.6054  2.2016
P  0.1261  -0.1372  2.2045
C  0.0945  -0.3112  4.0195
C  0.0162  -1.5942  4.5605
C  0.1052  -1.7716  5.9343
C  0.2420  -0.6712  6.7684
C  0.3023  0.6087  6.2320
C  0.2434  0.7892  4.8586
C  -1.5750  -1.0061  1.9979
C  -2.7483  -0.3591  2.3851
C  -3.9488  -1.0520  2.3610
C  -3.9910  -2.3766  1.9367
C  -2.8289  -3.0145  1.5364
C  -1.6187  -2.3303  1.5850
C  2.2694  1.8797  1.6823
C  3.6011  2.2902  1.8542
H  -0.0825  4.4617  2.1917
H  -1.6181  6.3051  2.6747
H  -4.5872  6.7032  2.3689
H  -3.8610  7.5813  1.0355
H  -6.1997  5.7625  0.9235
H  -5.5924  6.7878  -0.3632
H  -6.0076  4.2092  -1.7915
H  -4.5992  2.3146  -2.4437
H  0.0791  2.9331  -2.3343
H  0.8096  4.0296  -4.3937
H  -0.4460  3.6879  -6.4979
H  -2.4192  2.2026  -6.5217
H  -3.1299  1.0490  -4.4707
H  -5.0085  0.4984  -0.9443
H  -6.3716  -1.4597  -1.5424
H  -5.4588  -3.2133  -3.0209
H  -3.1672  -2.9730  -3.9469
H  -1.8349  -0.9742  -3.4294
H  1.3095  4.6376  -0.0964
H  3.6593  5.2916  0.2667
H  6.1827  3.6909  0.8172
H  5.7946  4.4643  2.3409
H  6.6651  1.6887  1.9513
H  6.2563  2.4393  3.4823
H  4.9501  -0.3744  3.4507
H  2.6272  -1.1253  3.2042
H  -0.1026  -2.4498  3.9062
H  0.0624  -2.7684  6.3543
H  0.3051  -0.8106  7.8403
H  0.4097  1.4652  6.8857
H  0.3168  1.7853  4.4343
H  -2.7218  0.6679  2.7286
H  -4.8589  -0.5529  2.6736
H  -4.9317  -2.9128  1.9259
H  -2.8542  -4.0410  1.1905
H  -0.6982  -2.8635  1.3517
Se  -0.1137  -3.6841  -1.7440
P  1.8181  -4.2095  -0.8846
Se  2.3296  -2.6990  0.6526
C  3.1317  -4.2858  -2.1085
C  2.9557  -3.8222  -3.4038
C  4.0163  -3.8883  -4.2965
C  5.2331  -4.4140  -3.8915
C  5.4099  -4.8659  -2.5874
C  4.3605  -4.8003  -1.6888
C  1.7428  -5.8494  -0.1279
C  1.9854  -6.0587  1.2240
C  1.9130  -7.3461  1.7404
C  1.5994  -8.4102  0.9092
C  1.3545  -8.1979  -0.4424
C  1.4226  -6.9184  -0.9654
H  2.0084  -3.3971  -3.7095
H  3.8910  -3.5177  -5.3052
H  6.0568  -4.4689  -4.5926
H  6.3649  -5.2663  -2.2723
H  4.4868  -5.1361  -0.6655
H  2.2310  -5.2199  1.8614
H  2.1027  -7.5152  2.7927
H  1.5450  -9.4135  1.3127
H  1.1148  -9.0335  -1.0874
H  1.2269  -6.7415  -2.0169
F  1.5437  1.0529  -1.6395
As  2.1228  0.2283  -3.1143
F  3.6063  1.0579  -2.9778
F  2.6678  -1.0238  -1.9959
F  2.6337  -0.7201  -4.4399
F  0.5670  -0.6296  -3.0759
F  1.4097  1.4318  -4.0905

Force components x, y, z for each atom (eV/Å):
-0.141 -0.240 -0.503
-0.047 0.266 -0.040
-0.307 -0.106 0.441
0.035 -0.126 -0.347
0.006 -0.062 0.106
0.031 0.140 0.117
-0.073 -0.120 -0.106
0.052 -0.050 0.033
0.010 -0.031 -0.069
0.073 0.054 0.019
-0.150 0.042 -0.055
0.062 0.018 0.020
0.054 0.028 0.189
0.197 0.270 -0.245
0.089 0.060 0.102
-0.679 0.274 0.111
-0.401 0.396 -0.063
0.100 0.138 0.100
-0.080 -0.118 0.017
-0.008 0.050 -0.139
0.112 -0.130 0.219
0.041 -0.013 -0.066
-0.023 0.008 0.129
-0.043 -0.084 -0.021
0.065 0.066 0.047
-0.097 0.035 -0.050
-0.057 -0.002 -0.165
0.123 -0.066 0.014
-0.151 0.242 -0.184
-0.132 0.056 0.028
0.117 0.040 -0.051
-0.029 -0.028 -0.002
-0.032 -0.017 -0.024
-0.007 -0.035 -0.033
-0.029 0.034 -0.007
0.064 -0.095 0.061
-0.040 0.082 -0.082
-0.339 -0.202 -0.167
0.135 -0.154 0.871
0.067 0.051 -0.076
-0.019 0.099 0.003
-0.013 -0.004 -0.037
0.010 0.015 0.028
-0.007 0.011 -0.001
0.016 0.022 -0.046
0.129 0.127 -0.161
-0.010 -0.065 -0.051
-0.018 0.066 -0.030
-0.030 -0.024 -0.053
-0.006 0.006 -0.005
0.107 -0.005 0.066
0.153 -0.092 0.066
-0.070 0.019 -0.103
0.064 -0.034 -0.019
-0.009 -0.020 -0.011
0.009 0.025 -0.002
0.009 0.009 0.019
-0.015 0.008 -0.008
-0.003 -0.012 0.009
0.011 -0.045 0.036
0.006 -0.010 0.016
0.072 -0.065 0.066
-0.030 -0.024 0.001
-0.001 -0.028 0.014
0.008 -0.033 0.030
-0.014 0.043 -0.017
-0.031 0.001 0.018
0.032 0.002 -0.011
0.021 0.051 -0.008
-0.028 0.016 -0.020
0.030 -0.052 0.064
0.003 -0.015 0.038
-0.029 -0.034 0.028
0.012 0.012 0.005
-0.011 0.006 0.006
-0.003 -0.007 0.023
0.005 0.010 0.000
-0.023 0.046 -0.036
0.003 -0.044 0.027
-0.023 -0.018 0.043
-0.004 0.016 -0.021
-0.011 0.006 -0.028
-0.017 -0.016 -0.020
0.021 -0.030 0.036
-0.023 -0.020 -0.029
0.030 -0.040 0.000
0.011 0.038 -0.030
0.009 0.027 0.050
-0.052 0.008 -0.045
0.097 0.207 0.066
0.036 0.133 0.390
0.119 -0.456 0.023
-0.050 -0.060 0.057
0.021 0.018 -0.011
0.037 0.005 -0.024
0.031 0.000 -0.017
-0.023 -0.003 0.059
-0.040 0.035 -0.094
-0.022 0.067 -0.052
-0.013 -0.018 -0.098
0.003 0.010 0.013
0.006 -0.018 0.027
-0.007 -0.008 -0.066
0.033 0.008 0.076
-0.001 -0.019 0.000
-0.006 -0.006 0.017
-0.028 0.013 0.018
-0.015 0.009 -0.020
0.036 -0.046 -0.037
-0.008 -0.002 0.047
0.001 0.001 -0.023
0.003 0.027 -0.002
-0.011 0.027 0.009
0.017 -0.051 -0.013
0.127 0.082 -0.213
-0.015 0.050 0.162
0.085 -0.004 -0.049
-0.059 -0.044 0.018
-0.006 0.040 -0.036
-0.015 -0.010 -0.092
0.825 -0.607 -0.162

=====

[2]
# C25H16BrKN4O9S

C25H16BrKN4O9S as an isolated structure (ωB97M-V with the def2-TZVPD basis set, the Open Molecules 2025 dataset).

The electronic energy is -147773.5294 eV. As for the charge: -2. For the energy above the lowest of the compared OMol25 structures with the same formula, charge and spin, the calculation gives 0.0 kcal/mol.

Positions of all 57 atoms, in Å:
K  1.2566  -0.6907  0.7245
O  -1.0280  -0.4377  3.5162
C  -0.2359  -1.3174  3.1209
O  1.0148  -1.2307  2.9617
C  -0.8002  -2.6835  2.7514
C  -1.1371  -3.5903  3.7017
C  -1.5004  -4.9093  3.3406
C  -1.5076  -5.3113  2.0334
C  -1.2048  -4.3970  1.0442
C  -0.8567  -3.0195  1.3142
O  -0.6094  -2.1471  0.4545
N  -1.2861  -4.9249  -0.3316
O  -1.2331  -6.1430  -0.4863
O  -1.4577  -4.1431  -1.2412
N  -1.8758  -5.8698  4.3627
O  -2.1572  -7.0161  4.0341
O  -1.8998  -5.4904  5.5269
H  -1.1172  -3.3138  4.7479
H  -1.7669  -6.3233  1.7695
N  0.2813  1.8044  0.2160
S  -0.7181  1.6375  -0.9987
C  -1.1678  3.2503  -1.6532
C  -1.2659  4.3187  -0.7715
C  -1.5723  5.5743  -1.2703
C  -1.7635  5.7626  -2.6413
C  -1.6420  4.6897  -3.5118
C  -1.3362  3.4230  -3.0124
C  -2.2702  1.3096  -0.1952
C  -3.4581  1.3272  -0.9224
C  -4.6364  0.9923  -0.2801
C  -4.6148  0.6292  1.0697
C  -3.4191  0.6053  1.7684
C  -2.2260  0.9556  1.1362
H  1.2231  1.5777  -0.1303
H  -1.0779  4.1484  0.2846
H  -1.6571  6.4156  -0.5920
H  -1.9944  6.7491  -3.0267
H  -1.7724  4.8322  -4.5778
H  -1.2265  2.5748  -3.6805
H  -3.4605  1.5951  -1.9729
H  -5.5678  0.9969  -0.8335
H  -5.5358  0.3482  1.5669
H  -3.3649  0.2883  2.8029
H  -1.2937  0.9163  1.6814
Br  7.3494  2.8906  -3.7404
C  6.7708  1.4151  -2.6938
C  7.6636  0.3971  -2.4095
N  7.3200  -0.6698  -1.6825
C  6.0576  -0.7224  -1.2327
C  5.1047  0.2582  -1.4751
C  5.4737  1.3581  -2.2263
C  3.6841  0.1324  -0.9530
O  2.9157  1.0885  -1.2376
O  3.4208  -0.9033  -0.3002
H  8.6803  0.4489  -2.7818
H  5.7614  -1.5833  -0.6462
H  4.7371  2.1263  -2.4216

Force components x, y, z for each atom (eV/Å):
0.287 0.502 -0.624
0.192 -0.218 0.015
0.100 0.063 0.245
-0.668 -0.194 1.161
0.019 -0.398 -0.413
-0.033 0.132 0.081
-0.193 -0.402 0.654
0.012 -0.050 -0.157
-0.003 -0.288 -0.642
-0.113 0.359 0.200
-0.593 -0.779 0.104
-0.234 0.432 0.889
0.111 -0.091 -0.099
0.079 0.056 -0.303
0.214 0.622 -0.436
-0.055 -0.199 -0.019
-0.019 -0.035 0.194
0.014 -0.031 -0.022
0.001 -0.017 -0.007
-0.211 0.371 -0.372
0.781 -0.380 0.163
0.033 0.291 0.178
-0.031 0.170 -0.138
0.000 0.014 -0.041
0.032 -0.115 0.094
0.021 -0.068 0.104
-0.097 0.117 -0.152
-0.056 -0.027 0.025
0.003 -0.030 0.123
0.049 -0.035 0.128
0.039 0.047 -0.114
0.040 0.025 0.011
-0.366 -0.136 0.071
-0.260 0.333 -0.369
-0.014 -0.013 -0.074
0.000 -0.005 -0.030
0.002 -0.021 0.021
-0.003 0.009 0.010
0.013 0.036 0.035
0.015 0.003 0.019
-0.016 -0.008 0.022
-0.005 -0.004 -0.020
0.000 -0.003 -0.047
-0.038 0.020 -0.024
0.062 0.083 -0.065
-0.025 -0.065 0.048
-0.088 -0.191 0.144
-0.241 0.234 -0.055
0.293 -0.028 -0.079
0.184 -0.030 -0.094
0.000 0.130 -0.072
-0.570 0.015 0.124
0.204 -0.409 0.236
1.026 0.286 -0.650
0.025 -0.058 0.028
0.068 -0.017 -0.010
0.015 -0.007 0.001

=====

[3]
# C5H9NO

One molecule with the formula C5H9NO (ωB97M-V with the def2-TZVPD basis set, the Open Molecules 2025 dataset).

The electronic energy is -8866.1429 eV. As for the charge: 0. For the energy above the lowest of the compared OMol25 structures with the same formula, charge and spin, the calculation gives 70.8 kcal/mol. As for the SMILES: CC[C@@H]1N2C[C@]12O.

Positions of all 16 atoms, in Å:
C  0.3905  -1.9922  0.8460
C  -0.7099  -1.0354  0.3870
C  -0.2904  0.4068  0.5794
N  -0.9000  1.5694  -0.1217
C  -0.4045  1.2277  -1.4841
C  0.5084  1.2002  -0.3466
O  1.6231  1.9265  -0.0451
H  0.0768  -3.0356  0.7445
H  0.6520  -1.8243  1.8970
H  1.2999  -1.8524  0.2524
H  -0.9635  -1.2378  -0.6584
H  -1.6243  -1.2082  0.9674
H  -0.1211  0.6674  1.6258
H  -0.7460  0.3201  -1.9842
H  -0.3745  2.1040  -2.1316
H  1.5835  2.7638  -0.5279

Force components x, y, z for each atom (eV/Å):
0.060 -0.038 0.022
-0.075 0.040 -0.075
0.058 -0.205 0.225
-0.155 0.118 0.070
-0.033 -0.009 -0.319
0.023 -0.174 -0.004
-0.054 0.199 -0.120
0.029 0.139 0.009
-0.047 -0.003 -0.139
-0.112 -0.010 0.070
0.044 0.044 0.132
0.107 0.044 -0.064
0.006 -0.052 -0.097
0.074 0.132 0.116
0.026 -0.139 0.085
0.048 -0.085 0.090

=====

[4]
# C5H8N2

One molecule with the formula C5H8N2 (ωB97M-V with the def2-TZVPD basis set, the Open Molecules 2025 dataset).

The electronic energy is -8294.5946 eV. As for the charge: 0. For the energy above the lowest of the compared OMol25 structures with the same formula, charge and spin, the calculation gives 9.3 kcal/mol. As for the SMILES: Cc1c[nH]c(N)c1.

Positions of all 15 atoms, in Å:
C  -2.3931  -0.1941  0.0607
C  -0.9225  0.0376  -0.0342
C  -0.3173  1.2472  -0.1538
N  1.0534  1.0474  -0.1772
C  1.3002  -0.3054  -0.0808
N  2.6746  -0.5605  0.0103
C  0.1119  -0.9751  -0.0013
H  -2.7302  -0.8235  -0.7700
H  -2.6710  -0.6929  0.9952
H  -2.9318  0.7577  0.0072
H  -0.7137  2.2524  -0.1515
H  1.6456  1.5695  -0.8064
H  3.0007  0.1597  0.6453
H  2.9450  -1.4808  0.3270
H  -0.0518  -2.0391  0.1294

Force components x, y, z for each atom (eV/Å):
-0.127 -0.050 0.003
-0.032 0.110 -0.052
-0.251 -0.010 -0.126
-0.043 -0.037 -0.165
-0.124 0.254 0.055
0.019 -0.138 -0.004
0.088 0.057 0.102
-0.048 0.051 0.126
0.009 0.042 -0.113
0.045 -0.173 0.018
-0.106 -0.173 -0.156
0.039 0.216 0.299
0.568 -0.435 -0.009
-0.183 0.065 -0.018
0.145 0.220 0.041

=====

[5]
# C2H3N4

C2H3N4 as an isolated structure (ωB97M-V with the def2-TZVPD basis set, the Open Molecules 2025 dataset).

The electronic energy is -8068.9875 eV. As for the charge: +1. For the energy above the lowest of the compared OMol25 structures with the same formula, charge and spin, the calculation gives 60.0 kcal/mol.

Positions of all 9 atoms, in Å:
C  -1.8542  -0.4188  0.0148
C  -0.4924  1.0801  -0.0316
N  -1.8055  0.8652  0.0459
N  -0.8023  -1.1669  0.0830
N  0.0974  -0.1704  0.1118
N  1.3740  -0.4342  0.0207
H  -0.1234  2.0848  0.0995
H  1.5612  -1.3552  0.5179
H  2.0452  -0.4847  -0.8621

Force components x, y, z for each atom (eV/Å):
1.238 0.442 -0.889
-1.397 -0.467 0.860
-0.436 -0.509 0.330
-2.387 -1.221 0.802
1.391 2.375 -1.793
3.539 -3.045 -0.124
0.852 -0.184 -0.353
-0.235 1.588 -0.362
-2.564 1.020 1.529